Entry 1:
The following is a quantum chemistry calculation of a structure of composition CHAsBr2F6O3Pt at a distorted geometry, from the Open Molecules 2025 dataset.

Cartesian coordinates (Å):
Pt: 19.9416 -15.3791 12.5149
As: 20.2461 -13.3032 15.8586
F: 19.0880 -12.0518 15.2449
F: 21.4480 -12.4940 14.8178
F: 21.4665 -14.5526 16.4176
F: 18.9406 -14.0455 16.8182
F: 19.7902 -14.4341 14.5462
F: 20.6240 -12.3097 17.3179
O: 18.2688 -18.5700 11.0455
C: 18.9150 -17.5352 11.4926
O: 19.5310 -16.7828 10.7980
O: 18.8218 -17.1755 12.7170
H: 17.8253 -18.5729 11.8969
Br: 22.3350 -15.9838 13.4621
Br: 18.9911 -13.0988 11.8132

Atoms 1-2, force components in eV/Å:
Pt 1.0 1.2 -0.2
As 0.3 0.2 0.2

- Orbital gap (alpha / beta): 6.962 / 6.773 eV
- LUMO level (alpha / beta): 4.94 / 4.92 eV
- Multiplicity: 3
- Calculated total energy: -227676.4795 eV
- Charge: -2

Entry 2:
The following is a quantum chemistry calculation of a structure of composition CHBr2IO2S at a distorted geometry, from the Open Molecules 2025 dataset.

Cartesian coordinates (Å):
C: -0.9701 0.1472 -0.6171
O: -0.2503 -1.3172 1.5655
O: 0.6692 0.9746 1.1701
S: 0.3791 -0.3100 0.7229
Br: -2.3024 0.9910 0.4856
Br: 0.0272 1.1279 -1.8869
I: 3.7293 -0.7753 -0.2473
H: -1.2820 -0.8384 -1.1927

Atoms 1-2, force components in eV/Å:
C 0.2 -2.7 -0.7
O 0.7 0.5 -0.4

- Orbital gap (alpha / beta): 6.680 / 7.327 eV
- LUMO level (alpha / beta): -3.34 / -3.02 eV
- Calculated total energy: -164165.7822 eV

Entry 3:
The following is a quantum chemistry calculation of a cluster of 2 separate species, CHBr2N in total at a distorted geometry, from the Open Molecules 2025 dataset.

Cartesian coordinates (Å):
C: -0.0912 -0.3328 -0.0803
N: 1.0703 -0.4718 0.0035
Br: -1.5840 -1.3310 -0.0135
Br: -1.3109 2.2489 -0.0256
H: 1.9157 -0.1132 0.1159

Atoms 1-2, force components in eV/Å:
C -0.2 1.4 0.4
N -4.3 -1.8 -0.6

- Orbital gap (alpha / beta): 7.098 / 7.102 eV
- LUMO level (alpha / beta): -1.81 / -1.81 eV
- Calculated total energy: -142625.5137 eV

Entry 4:
The following is a quantum chemistry calculation of a structure of composition CHBr2O2S at a distorted geometry, from the Open Molecules 2025 dataset.

Cartesian coordinates (Å):
C: 0.8760 -0.0707 -0.4329
O: -1.3355 -0.0924 1.8348
O: -2.3609 -0.1560 -0.4070
S: -1.5966 0.5988 0.5922
Br: 2.2804 -0.1298 0.9393
Br: 1.4540 0.9756 -1.9530
H: 0.6826 -1.1255 -0.5734

Atoms 1-2, force components in eV/Å:
C 2.3 0.0 0.3
O 0.7 -1.7 2.7

- Orbital gap (alpha / beta): 4.111 / 7.062 eV
- LUMO level (alpha / beta): 2.99 / 2.27 eV
- Multiplicity: 3
- Calculated total energy: -156066.6961 eV
- Charge: -1

Entry 5:
The following is a quantum chemistry calculation of a cluster of 2 separate species, CHBrClNO in total at a distorted geometry, from the Open Molecules 2025 dataset.

Cartesian coordinates (Å):
O: -1.6134 -3.5616 -2.4829
N: -2.0547 -3.1074 -1.4702
C: -2.2157 -2.7834 -0.3761
Cl: -3.2113 -2.6778 0.9295
Br: 1.7758 0.9509 0.2274
H: 2.4965 -0.1775 0.2902

Atoms 1-2, force components in eV/Å:
O -0.2 0.2 -0.9
N 1.1 -1.0 -0.6

- Orbital gap: 9.927 eV
- LUMO level: -0.02 eV
- SMILES: [O-][N+]#CCl.Br
- Calculated total energy: -87151.9158 eV

Entry 6:
The following is a quantum chemistry calculation of a cluster of 2 separate species, CHBrF2 in total at a distorted geometry, from the Open Molecules 2025 dataset.

Cartesian coordinates (Å):
C: 0.2796 0.1804 -0.0216
F: 0.1307 0.7321 1.1893
F: 0.1523 1.1335 -0.9714
Br: 1.4409 -1.2637 -0.0405
H: -2.0036 -0.7823 -0.1557

Atoms 1-2, force components in eV/Å:
C -2.7 0.8 0.3
F 0.5 -0.1 -0.8

- Orbital gap (alpha / beta): 8.386 / 10.454 eV
- LUMO level (alpha / beta): -0.56 / -0.25 eV
- Calculated total energy: -76525.8310 eV

Entry 7:
The following is a quantum chemistry calculation of a structure of composition CHBrF2N2O2 at a distorted geometry, from the Open Molecules 2025 dataset.

Cartesian coordinates (Å):
C: 0.2594 1.3165 -0.2765
N: 0.7256 0.3355 -0.8716
N: -0.7629 -1.3183 0.3626
O: -0.9818 -0.4427 1.0458
O: -1.2082 -1.8801 -0.5398
F: 2.0347 0.0726 -0.5302
F: 0.6212 -2.0943 0.8850
Br: -1.4847 2.0494 -0.5189
H: 0.7966 1.9614 0.4436

Atoms 1-2, force components in eV/Å:
C 0.4 2.8 1.2
N -0.4 -0.8 -1.5

- Orbital gap: 10.504 eV
- LUMO level: -0.68 eV
- Calculated total energy: -83598.2225 eV

Entry 8:
The following is a quantum chemistry calculation of an isolated molecule of CHBrF2O at a distorted geometry, from the Open Molecules 2025 dataset.

Cartesian coordinates (Å):
O: 0.9843 -0.1354 0.4978
C: -0.1734 0.2448 0.0282
F: -0.0866 0.6377 -1.2129
F: -0.5776 1.3095 0.6761
Br: -1.5939 -1.0431 -0.0562
H: 1.4472 -1.0135 0.0671

Atoms 1-2, force components in eV/Å:
O 3.4 -3.7 0.1
C -0.9 -0.2 -0.6

- Orbital gap: 11.258 eV
- LUMO level: 0.30 eV
- SMILES: OC(F)(F)Br
- Calculated total energy: -78577.7460 eV

Entry 9:
The following is a quantum chemistry calculation of an isolated molecule of CHCl3, from the Open Molecules 2025 dataset.

Cartesian coordinates (Å):
Cl: 0.4270 1.1453 1.2355
C: 0.0812 0.0141 -0.0555
Cl: -1.4338 0.4176 -0.8449
Cl: 0.0986 -1.6842 0.5098
H: 0.8270 0.1072 -0.8449

Atoms 1-2, force components in eV/Å:
Cl 0.1 -0.1 0.1
C 0.2 -0.4 -0.5

- Orbital gap: 11.908 eV
- LUMO level: 0.71 eV
- SMILES: ClC(Cl)Cl
- Calculated total energy: -38620.3305 eV

Entry 10:
The following is a quantum chemistry calculation of a structure of composition CHCl3O2S at a distorted geometry, from the Open Molecules 2025 dataset.

Cartesian coordinates (Å):
C: 0.3810 0.7117 -0.3663
O: -1.3069 -1.1431 -0.8361
O: -1.0171 -0.4723 1.5577
S: -0.4712 -0.7778 0.2919
Cl: -0.9692 1.8455 -0.3924
Cl: 1.5881 1.2425 0.7535
Cl: 1.0178 -2.0398 0.3337
H: 0.7775 0.6332 -1.3421

Atoms 1-2, force components in eV/Å:
C -1.1 0.5 1.8
O 0.6 -0.2 1.5

- Orbital gap: 11.561 eV
- LUMO level: 0.14 eV
- Calculated total energy: -53549.5882 eV

Entry 11:
The following is a quantum chemistry calculation of a structure of composition CHCl4P at a distorted geometry, from the Open Molecules 2025 dataset.

Cartesian coordinates (Å):
C: 0.0609 0.4864 -0.4020
P: -0.6026 -1.1128 0.1402
Cl: 1.5613 1.2255 0.2250
Cl: 0.0311 0.1195 -2.1194
Cl: -1.3413 1.6523 -0.2463
Cl: -0.4211 -0.8519 2.4983
H: 0.7117 -1.5190 -0.0957

Atoms 1-2, force components in eV/Å:
C -1.3 2.2 0.3
P 0.5 -0.1 3.0

- Orbital gap: 10.004 eV
- LUMO level: -0.72 eV
- Calculated total energy: -60430.9474 eV

Entry 12:
The following is a quantum chemistry calculation of a structure of composition CHClCuO3 at a distorted geometry, from the Open Molecules 2025 dataset.

Cartesian coordinates (Å):
Cu: -2.0997 0.5552 -2.3291
Cl: -0.3982 -1.9376 -3.7441
O: 0.0602 0.1408 0.2860
C: 0.4640 0.5206 1.4726
O: 1.4505 -0.0029 1.9375
O: -0.1619 1.2949 2.2477
H: 0.6851 -0.5710 0.1295

Atoms 1-2, force components in eV/Å:
Cu 1.0 -1.3 -0.6
Cl -0.9 1.3 0.8

- Orbital gap (alpha / beta): 5.777 / 5.014 eV
- LUMO level (alpha / beta): -3.03 / -3.79 eV
- Multiplicity: 2
- Calculated total energy: -64353.4722 eV